1.
{
  "formula": "C20H22N3O",
  "method": "wB97M-V/def2-TZVPD",
  "species": ["C", "C", "C", "C", "C", "O", "C", "C", "C", "C", "C", "C", "C", "C", "C", "C", "H", "H", "H", "H", "H", "H", "H", "H", "H", "H", "H", "C", "N", "C", "C", "N", "C", "C", "N", "H", "H", "H", "H", "H", "H", "H", "H", "H", "H", "H"],
  "xyz": [[-4.658, 1.025, 3.777], [-4.298, -0.330, 3.743], [-2.958, -0.705, 3.643], [-1.945, 0.280, 3.567], [-0.574, -0.065, 3.308], [0.244, 1.011, 3.449], [1.606, 0.886, 3.283], [2.162, -0.384, 3.027], [3.566, -0.500, 3.205], [4.310, 0.605, 3.590], [3.719, 1.872, 3.743], [2.352, 2.024, 3.574], [1.283, -1.426, 2.670], [-0.074, -1.301, 2.916], [-2.317, 1.636, 3.706], [-3.654, 2.004, 3.770], [-5.708, 1.323, 3.772], [-5.072, -1.099, 3.770], [-2.651, -1.749, 3.641], [4.009, -1.490, 3.066], [5.377, 0.493, 3.782], [4.319, 2.741, 4.007], [1.838, 2.972, 3.720], [1.686, -2.353, 2.260], [-0.757, -2.147, 2.836], [-1.554, 2.410, 3.754], [-3.903, 3.066, 3.798], [0.965, -5.459, 2.448], [1.373, -5.600, 1.083], [1.484, -6.882, 0.447], [1.917, -6.544, -0.974], [2.026, -5.108, -0.959], [2.357, -4.367, -2.140], [1.730, -4.558, 0.267], [1.787, -3.313, 0.629], [0.836, -4.399, 2.676], [0.019, -5.989, 2.615], [1.714, -5.890, 3.125], [2.228, -7.504, 0.959], [0.530, -7.423, 0.461], [2.882, -7.009, -1.219], [1.172, -6.873, -1.712], [2.316, -3.300, -1.919], [3.362, -4.614, -2.503], [1.651, -4.586, -2.952], [2.013, -2.714, -0.163]],
  "spin_multiplicity": 1,
  "lumo_ha": -0.1692,
  "relative_energy_ev": 0.449,
  "homo_lumo_gap_ev": 6.3162,
  "homo_energy_ev": -10.9,
  "total_charge": 1,
  "fmax_ev_per_a": 1.64
}

=====

2.
{
  "formula": "C3H6S",
  "method": "wB97M-V/def2-TZVPD",
  "species": ["C", "C", "C", "S", "H", "H", "H", "H", "H", "H"],
  "xyz": [[0.546, 0.401, 1.796], [0.674, -0.675, 1.037], [0.302, -0.810, -0.400], [-0.645, 0.544, -1.142], [0.206, 1.358, 1.412], [0.771, 0.360, 2.878], [1.010, -1.631, 1.504], [-0.200, -1.751, -0.584], [1.176, -0.852, -1.060], [-1.780, 0.310, -0.464]],
  "spin_multiplicity": 1,
  "lumo_ha": 0.0366,
  "relative_energy_ev": 0.222,
  "homo_lumo_gap_ev": 10.1737,
  "homo_energy_ev": -9.2,
  "fmax_ev_per_a": 1.06
}

=====

3.
{
  "formula": "C18H16AuBrINO",
  "method": "wB97M-V/def2-TZVPD",
  "species": ["Au", "I", "C", "C", "C", "C", "C", "C", "C", "C", "C", "C", "H", "H", "H", "H", "H", "H", "Br", "C", "C", "C", "C", "C", "N", "H", "H", "H", "H", "C", "O", "C", "C", "H", "H", "H", "H", "H", "H"],
  "xyz": [[-1.092, 0.790, -0.092], [-1.698, -2.040, 0.933], [-0.175, -1.671, 2.327], [0.026, -2.659, 3.248], [1.067, -2.544, 4.190], [1.884, -1.457, 4.154], [1.694, -0.428, 3.199], [2.580, 0.674, 3.181], [2.400, 1.680, 2.282], [1.322, 1.625, 1.375], [0.425, 0.576, 1.322], [0.623, -0.493, 2.255], [-0.606, -3.536, 3.251], [1.214, -3.328, 4.922], [2.702, -1.358, 4.858], [3.395, 0.696, 3.896], [3.077, 2.526, 2.262], [1.203, 2.458, 0.693], [2.430, -1.474, -0.648], [1.625, -1.083, -2.320], [2.383, -1.266, -3.470], [1.772, -1.027, -4.687], [0.442, -0.631, -4.703], [-0.207, -0.475, -3.492], [0.372, -0.680, -2.308], [3.410, -1.592, -3.400], [2.323, -1.158, -5.609], [-0.080, -0.449, -5.632], [-1.247, -0.175, -3.457], [-4.083, 1.553, 0.789], [-3.752, 1.968, -0.551], [-2.609, 1.654, -1.078], [-2.579, 2.168, -2.479], [-4.876, 0.812, 0.716], [-4.444, 2.436, 1.309], [-3.211, 1.136, 1.286], [-3.311, 2.959, -2.647], [-2.825, 1.325, -3.131], [-1.573, 2.490, -2.743]],
  "spin_multiplicity": 1,
  "lumo_ha": 0.0102,
  "relative_energy_ev": 0.187,
  "homo_lumo_gap_ev": 7.6364,
  "homo_energy_ev": -7.4,
  "fmax_ev_per_a": 0.55
}

=====

4.
{
  "formula": "C32H27ClMgN5O2PS",
  "method": "wB97M-V/def2-TZVPD",
  "species": ["Mg", "O", "N", "O", "C", "C", "C", "C", "C", "C", "N", "C", "C", "N", "C", "C", "C", "C", "H", "H", "H", "H", "H", "H", "H", "Cl", "C", "C", "C", "C", "C", "C", "P", "C", "C", "C", "C", "C", "C", "C", "C", "C", "C", "C", "C", "H", "H", "H", "H", "H", "H", "H", "H", "H", "H", "H", "H", "H", "H", "C", "N", "C", "N", "S", "H", "H", "H", "H", "H", "H"],
  "xyz": [[-1.208, 0.160, 0.360], [-3.257, -4.072, 4.860], [-3.251, -2.981, 5.443], [-3.942, -2.752, 6.440], [-2.531, -1.867, 4.757], [-2.847, -0.622, 5.165], [-2.428, 0.433, 4.352], [-2.714, 1.785, 4.707], [-2.413, 2.773, 3.764], [-1.730, 2.418, 2.594], [-1.564, 1.173, 2.184], [-1.864, 0.170, 3.037], [-1.483, -1.232, 2.710], [-0.939, -1.499, 1.463], [-0.257, -2.662, 1.330], [-0.159, -3.557, 2.405], [-0.936, -3.410, 3.519], [-1.699, -2.217, 3.676], [-3.452, -0.494, 6.076], [-3.106, 2.078, 5.636], [-2.692, 3.796, 3.927], [-1.262, 3.141, 1.923], [0.264, -2.845, 0.393], [0.504, -4.433, 2.303], [-0.890, -4.242, 4.229], [-1.056, -1.947, -3.030], [0.431, -2.673, -2.511], [0.623, -4.015, -2.842], [1.727, -4.747, -2.314], [2.697, -4.036, -1.603], [2.466, -2.702, -1.232], [1.351, -1.991, -1.713], [0.973, -0.251, -1.353], [2.450, 0.497, -0.638], [2.983, 1.665, -1.154], [4.110, 2.308, -0.668], [4.866, 1.696, 0.342], [4.396, 0.499, 0.903], [3.116, -0.041, 0.477], [1.164, 0.336, -3.034], [2.354, 0.144, -3.754], [2.481, 0.599, -5.062], [1.347, 1.175, -5.650], [0.177, 1.457, -4.923], [0.046, 0.891, -3.652], [-0.287, -4.493, -3.173], [1.818, -5.811, -2.511], [3.642, -4.558, -1.403], [3.171, -2.212, -0.557], [2.390, 2.133, -1.947], [4.347, 3.333, -1.003], [5.817, 2.143, 0.695], [4.925, -0.005, 1.746], [2.633, -0.866, 1.014], [3.198, -0.379, -3.273], [3.335, 0.542, -5.744], [1.455, 1.463, -6.707], [-0.598, 2.055, -5.416], [-0.949, 0.820, -3.179], [-1.560, 4.423, -1.462], [-1.730, 2.997, -1.188], [-2.953, 2.476, -1.030], [-3.990, 3.303, -0.765], [-3.203, 0.765, -1.033], [-0.522, 4.662, -1.416], [-2.093, 4.979, -0.677], [-2.025, 4.718, -2.455], [-0.955, 2.363, -1.424], [-3.844, 4.302, -0.587], [-4.865, 2.939, -0.346]],
  "spin_multiplicity": 1,
  "lumo_ha": -0.2419,
  "homo_lumo_gap_ev": 7.1544,
  "homo_energy_ev": -13.7,
  "total_charge": 2,
  "fmax_ev_per_a": 3.06
}

=====

| no. | E (eV) |
| --- | --- |
| 1 | -27608.262 |
| 2 | -14042.644 |
| 3 | -104296.698 |
| 4 | -83245.152 |